(1)
Formula: C6H20N5
Source: the OMol25 dataset
Level of theory: ωB97M-V/def2-TZVPD

Geometry as XYZ:
```
31
Properties=species:S:1:pos:R:3
C 3.492 1.406 -0.288
C 3.519 -1.563 -0.495
C 2.011 1.324 0.055
C 2.228 -1.086 0.291
C -4.515 0.351 -0.445
C -2.339 -0.209 0.238
N -5.008 -0.882 -0.591
N -5.059 1.112 0.501
N -1.327 0.548 -0.139
N -2.199 -1.380 0.663
N 1.503 0.080 -0.349
H 3.905 0.590 0.204
H 3.584 1.276 -1.335
H 3.856 2.425 -0.054
H 4.425 -1.276 -0.004
H 3.577 -2.600 -0.810
H 3.510 -0.986 -1.429
H 1.448 2.194 -0.351
H 1.803 1.464 1.108
H 2.505 -0.839 1.397
H 1.621 -1.996 0.153
H -4.214 0.835 -1.330
H -4.771 -1.353 -1.471
H -5.683 -1.311 -0.036
H -4.598 2.012 0.695
H -5.635 0.792 1.267
H -1.470 1.430 -0.465
H -0.420 0.017 0.026
H -1.213 -1.674 1.064
H -3.017 -1.717 1.167
H 1.612 0.071 -1.395
```

As for the gap between HOMO and LUMO: 8.7 eV. Its energy above the lowest of the compared OMol25 structures with the same formula, charge and spin is 16.1 kcal/mol. For the HOMO energy, the calculation gives -11.40 eV. The net charge is +1. The spin multiplicity is 1.

(2)
Formula: C6H20N6O4
Source: the OMol25 dataset
Level of theory: ωB97M-V/def2-TZVPD

Geometry as XYZ:
```
36
Properties=species:S:1:pos:R:3
N 2.027 4.926 -0.868
C 2.074 3.814 -0.054
N 1.216 2.806 -0.402
O 2.907 3.721 0.835
H 1.330 5.068 -1.572
H 2.680 5.642 -0.611
H 0.684 2.899 -1.248
H 1.030 2.023 0.200
N -0.277 -2.172 -2.287
C -1.563 -1.939 -2.671
N -2.038 -0.690 -2.318
O -2.233 -2.697 -3.351
H 0.240 -2.955 -2.638
H 0.097 -1.717 -1.472
H -3.005 -0.556 -2.553
H -1.635 -0.176 -1.546
N 3.407 -1.665 0.655
C 2.170 -2.130 0.976
N 2.105 -2.914 2.087
O 1.190 -1.904 0.273
H 3.524 -1.112 -0.173
H 4.200 -1.855 1.239
H 1.222 -3.259 2.411
H 2.909 -3.033 2.676
C -2.638 1.250 1.046
C -1.659 0.130 1.226
C -2.206 -1.284 1.156
O -0.572 0.337 0.301
H -2.107 2.203 1.106
H -3.424 1.295 1.803
H -3.173 1.228 0.091
H -1.212 0.219 2.229
H -2.852 -1.387 0.276
H -2.802 -1.559 2.026
H -1.414 -2.029 1.055
H -0.202 -0.531 0.096
```

As for the gap between HOMO and LUMO: 9.7 eV. Its energy above the lowest of the compared OMol25 structures with the same formula, charge and spin is 0.0 kcal/mol. For the HOMO energy, the calculation gives -9.34 eV. The spin multiplicity is 1. Its SMILES is NC(N)=O.NC(N)=O.NC(N)=O.CC(C)O.

(3)
Formula: C6H20O6
Source: the OMol25 dataset
Level of theory: ωB97M-V/def2-TZVPD

Geometry as XYZ:
```
32
Properties=species:S:1:pos:R:3
C -2.955 -1.007 0.114
C -2.960 0.532 0.046
C 1.817 1.789 0.275
C 0.722 1.392 0.954
O 0.659 1.272 2.331
C -0.423 0.805 0.278
C -1.700 1.140 0.630
H -2.005 -1.414 -0.233
H -3.266 -1.392 1.082
H -3.667 -1.438 -0.613
H -3.817 0.875 0.628
H -3.095 0.863 -0.987
H 2.695 2.356 0.571
H 1.890 1.677 -0.807
H 0.629 2.134 2.780
H -0.213 0.236 -0.625
H -1.856 1.727 1.530
H 0.017 -0.950 -3.061
H 0.857 -1.983 -2.407
O -0.058 -1.658 -2.412
H 2.121 -0.782 2.309
H 1.556 -1.797 1.475
O 2.284 -1.138 1.425
H -0.637 2.296 -1.441
H -1.645 3.354 -1.417
O -0.811 3.155 -1.862
H -0.564 -3.030 0.137
H 0.898 -3.277 -0.199
O 0.308 -3.099 0.547
H 2.778 -0.773 -1.257
H 2.013 -1.708 -0.399
O 2.508 -1.702 -1.232
```

As for the gap between HOMO and LUMO (alpha / beta): 3.0 / 6.7 eV. Its energy above the lowest of the compared OMol25 structures with the same formula, charge and spin is 0.0 kcal/mol. For the HOMO energy (alpha / beta), the calculation gives 0.24 / -3.58 eV. The expectation value of S² is 0.76. The net charge is -1. The spin multiplicity is 2.

(4)
Formula: C6H20O7Ti
Source: the OMol25 dataset
Level of theory: ωB97M-V/def2-TZVPD

Geometry as XYZ:
```
34
Properties=species:S:1:pos:R:3
Ti 0.623 0.476 0.111
C 3.689 -0.466 -2.519
C 3.844 -1.288 -1.233
O 2.578 -1.841 -0.792
O 3.428 0.852 -2.191
H 2.960 -0.929 -3.184
H 4.696 -0.403 -2.932
H 4.345 -0.737 -0.437
H 4.471 -2.105 -1.592
H 2.721 -2.789 -0.738
H 3.410 1.425 -2.961
C -2.871 1.395 -1.697
C -2.577 2.808 -1.105
O -1.744 2.689 0.091
O -1.645 0.803 -2.127
H -3.637 1.580 -2.450
H -3.377 0.770 -0.961
H -3.436 3.404 -0.798
H -2.070 3.344 -1.908
H -1.605 3.598 0.369
H -1.512 0.997 -3.058
C -1.316 -2.171 3.092
C -2.408 -2.511 2.088
O -3.536 -1.867 2.479
O -1.042 -0.742 2.977
H -0.455 -2.803 2.876
H -1.758 -2.342 4.074
H -2.668 -3.552 1.898
H -2.165 -2.072 1.120
H -4.271 -2.093 1.905
H -1.915 -0.343 3.001
O 2.782 2.168 1.991
H 3.557 2.631 1.672
H 2.905 2.118 2.938
```

As for the gap between HOMO and LUMO (alpha / beta): 6.7 / 9.4 eV. Its energy above the lowest of the compared OMol25 structures with the same formula, charge and spin is 59.6 kcal/mol. For the HOMO energy (alpha / beta), the calculation gives -9.54 / -12.79 eV. The expectation value of S² is 3.75. The net charge is +1. The spin multiplicity is 4.